[1]
Computed, not measured: a molecular structure, C25H18AsNO5Pt at a distorted geometry, with ωB97M-V with the def2-TZVPD basis set.

Computed properties:
HOMO level	-8.568	eV
E	-3749.52146	hartree
energy above the lowest of the compared OMol25 structures with the same formula, charge and spin	28.0	kcal per mole
gap between HOMO and LUMO	8.578	eV

Positions of all 51 atoms, in Å:
Pt: -1.545 -0.717 -1.031
O: -2.573 -4.588 -1.291
C: -2.417 -3.387 -1.351
O: -1.314 -2.726 -1.145
C: -3.597 -2.494 -1.696
C: -4.893 -2.866 -1.987
C: -5.840 -1.862 -2.180
C: -5.495 -0.519 -2.037
C: -4.183 -0.211 -1.746
N: -3.298 -1.198 -1.638
C: -3.593 1.156 -1.454
O: -4.320 2.128 -1.445
O: -2.309 1.141 -1.234
H: -5.138 -3.917 -2.037
H: -6.863 -2.130 -2.410
H: -6.216 0.280 -2.128
O: -0.427 -0.467 0.797
As: 1.055 0.296 0.696
C: 2.125 -0.768 -0.493
C: 2.027 -2.131 -0.219
C: 2.687 -3.047 -1.022
C: 3.446 -2.605 -2.096
C: 3.543 -1.249 -2.370
C: 2.881 -0.326 -1.572
C: 0.750 2.125 0.203
C: 1.273 2.791 -0.899
C: 0.866 4.090 -1.170
C: -0.062 4.717 -0.352
C: -0.586 4.051 0.747
C: -0.182 2.757 1.026
C: 1.897 0.264 2.405
C: 3.147 0.838 2.602
C: 3.723 0.791 3.862
C: 3.051 0.177 4.911
C: 1.802 -0.394 4.709
C: 1.218 -0.353 3.449
H: 1.401 -2.476 0.595
H: 2.592 -4.105 -0.817
H: 3.956 -3.321 -2.728
H: 4.129 -0.904 -3.212
H: 2.973 0.723 -1.803
H: 1.978 2.317 -1.561
H: 1.267 4.606 -2.033
H: -0.388 5.724 -0.579
H: -1.326 4.531 1.373
H: -0.616 2.223 1.863
H: 3.667 1.320 1.783
H: 4.696 1.235 4.027
H: 3.505 0.144 5.894
H: 1.281 -0.871 5.529
H: 0.246 -0.793 3.265

***

[2]
Computed, not measured: a molecular structure, C9H5ClF4O at a distorted geometry, with ωB97M-V with the def2-TZVPD basis set.

Computed properties:
HOMO level	-9.509	eV
E	-1280.74754	hartree
energy above the lowest of the compared OMol25 structures with the same formula, charge and spin	0.0	kcal per mole
gap between HOMO and LUMO	9.994	eV

Positions of all 20 atoms, in Å:
C: 0.849 -0.483 -1.066
C: 1.171 0.404 0.028
C: -0.442 -0.886 -1.192
C: 0.282 0.798 0.993
C: -1.345 -0.203 -0.415
C: -1.023 0.527 0.677
C: -2.113 1.042 1.517
C: -2.997 2.235 1.246
C: -2.117 0.660 3.475
O: -3.504 0.994 1.155
F: -2.853 2.937 0.072
F: -3.502 3.066 2.170
F: -1.408 -0.523 3.599
F: -3.360 0.394 3.839
Cl: -1.387 1.923 4.297
H: 1.570 -1.033 -1.588
H: 2.177 0.755 0.269
H: -0.735 -1.551 -1.977
H: 0.639 1.379 1.959
H: -2.358 -0.322 -0.695

***

[3]
Computed, not measured: 9 unconnected molecules or ions with the total composition C57H76F8N13O16S8 at a distorted geometry, with ωB97M-V with the def2-TZVPD basis set.

Computed properties:
HOMO level	-15.634	eV
E	-8115.61079	hartree
charge	+5
gap between HOMO and LUMO	3.424	eV

Positions of all 178 atoms, in Å:
C: 3.580 -1.412 0.367
N: 4.329 -0.643 1.437
C: 4.585 0.682 1.289
C: 5.216 1.392 2.298
C: 5.477 0.770 3.532
C: 5.298 -0.646 3.579
C: 4.665 -1.327 2.548
C: 6.184 1.456 4.674
C: 5.726 1.318 6.011
C: 6.384 1.969 7.092
N: 7.479 2.687 6.769
C: 8.019 2.721 5.495
C: 7.379 2.069 4.416
C: 8.122 3.351 7.876
H: 4.156 -1.253 -0.544
H: 2.618 -0.919 0.228
H: 3.454 -2.450 0.676
H: 4.301 1.102 0.335
H: 5.499 2.421 2.131
H: 5.422 -1.195 4.501
H: 4.382 -2.369 2.575
H: 4.823 0.771 6.238
H: 6.020 2.017 8.108
H: 8.977 3.210 5.395
H: 7.764 2.102 3.407
H: 7.376 3.895 8.456
H: 8.835 4.100 7.530
H: 8.584 2.584 8.497
C: -0.325 5.697 7.139
N: 0.059 5.247 5.837
C: -0.194 3.995 5.460
C: 0.176 3.412 4.252
C: 0.928 4.235 3.371
C: 1.296 5.531 3.778
C: 0.810 6.025 5.010
C: 1.375 3.717 2.037
C: 2.624 4.012 1.439
C: 2.823 3.666 0.088
N: 1.890 2.953 -0.601
C: 0.813 2.503 0.000
C: 0.517 2.851 1.302
C: 2.073 2.787 -2.022
H: -1.052 6.491 6.964
H: 0.518 6.082 7.713
H: -0.781 4.882 7.701
H: -0.796 3.407 6.137
H: -0.211 2.440 3.982
H: 2.034 6.030 3.168
H: 0.847 7.056 5.329
H: 3.405 4.648 1.830
H: 3.747 3.975 -0.378
H: 0.127 1.902 -0.580
H: -0.497 2.685 1.636
H: 3.133 2.909 -2.245
H: 1.529 3.558 -2.567
H: 1.653 1.809 -2.258
C: -2.153 -0.396 3.687
N: -3.169 -0.946 4.643
C: -2.793 -1.635 5.755
C: -3.764 -2.027 6.657
C: -5.120 -1.946 6.402
C: -5.465 -1.265 5.228
C: -4.484 -0.759 4.372
C: -6.181 -2.339 7.346
C: -7.102 -3.283 6.949
C: -8.083 -3.729 7.838
N: -8.129 -3.239 9.104
C: -7.268 -2.250 9.478
C: -6.287 -1.787 8.585
C: -9.158 -3.693 10.057
H: -1.513 0.322 4.200
H: -2.665 -0.006 2.808
H: -1.535 -1.214 3.318
H: -1.734 -1.790 5.901
H: -3.447 -2.520 7.565
H: -6.507 -1.052 5.042
H: -4.782 -0.194 3.501
H: -7.140 -3.740 5.971
H: -8.805 -4.519 7.687
H: -7.422 -1.845 10.467
H: -5.586 -1.047 8.943
H: -10.131 -3.487 9.611
H: -9.094 -3.203 11.028
H: -9.096 -4.770 10.212
C: -1.047 -4.233 -10.487
N: -0.054 -4.115 -9.405
C: 0.192 -5.207 -8.643
C: 1.086 -5.165 -7.583
C: 1.814 -4.019 -7.227
C: 1.460 -2.859 -7.999
C: 0.545 -2.948 -9.083
C: 2.876 -3.983 -6.160
C: 3.867 -5.025 -6.125
C: 4.671 -5.107 -4.943
N: 4.554 -4.208 -3.979
C: 3.752 -3.142 -4.047
C: 2.894 -3.023 -5.152
C: 5.671 -4.299 -2.921
H: -0.643 -4.054 -11.483
H: -1.729 -3.399 -10.321
H: -1.631 -5.152 -10.437
H: -0.389 -6.097 -8.834
H: 1.226 -6.001 -6.915
H: 1.919 -1.897 -7.822
H: 0.178 -2.094 -9.633
H: 4.118 -5.737 -6.897
H: 5.440 -5.864 -4.930
H: 3.785 -2.502 -3.178
H: 2.204 -2.194 -5.194
H: 5.264 -4.032 -1.946
H: 6.427 -3.542 -3.125
H: 6.127 -5.284 -3.018
C: -0.846 6.166 -4.970
C: -2.070 5.269 -4.640
C: -1.743 3.783 -4.368
N: -2.949 2.777 -4.040
C: -3.840 3.484 -3.023
C: -4.888 2.566 -2.456
C: -4.264 1.377 -1.805
C: -3.498 0.583 -2.847
C: -2.345 1.469 -3.429
C: -3.698 2.436 -5.291
H: -0.115 6.138 -4.162
H: -1.223 7.155 -5.231
H: -0.436 5.755 -5.892
H: -2.736 5.293 -5.503
H: -2.707 5.747 -3.896
H: -1.144 3.781 -3.457
H: -1.223 3.286 -5.187
H: -3.139 3.837 -2.266
H: -4.224 4.321 -3.607
H: -5.428 3.162 -1.721
H: -5.647 2.244 -3.169
H: -3.613 1.742 -1.011
H: -5.010 0.725 -1.351
H: -2.907 -0.218 -2.403
H: -4.174 0.216 -3.619
H: -1.764 1.710 -2.539
H: -1.730 1.017 -4.207
H: -3.180 1.807 -6.014
H: -3.996 3.378 -5.752
H: -4.631 1.959 -4.990
N: -0.271 -0.059 -1.830
S: 0.553 -0.813 -2.783
O: 0.087 -1.857 -3.661
O: 1.937 -0.849 -2.358
F: 0.648 0.462 -3.817
S: -0.588 -1.395 -0.815
O: 0.436 -1.863 0.146
O: -1.664 -2.307 -1.206
F: -1.522 -0.541 0.197
N: -5.774 -1.904 1.610
S: -4.682 -1.826 0.535
O: -5.086 -1.631 -0.842
O: -3.459 -2.570 0.769
F: -4.213 -0.342 0.851
S: -6.072 -3.544 1.400
O: -4.989 -4.500 1.398
O: -7.189 -3.859 0.539
F: -6.629 -3.798 2.921
N: 1.163 -6.135 -0.693
S: 2.479 -5.812 -0.178
O: 2.508 -4.705 0.753
O: 3.703 -6.009 -0.960
F: 2.533 -6.923 0.970
S: 1.281 -5.034 -1.935
O: 1.905 -5.549 -3.156
O: 1.444 -3.600 -1.675
F: -0.250 -5.026 -2.361
N: 3.377 2.560 -7.074
S: 2.647 1.656 -6.069
O: 2.280 0.291 -6.494
O: 1.826 2.377 -5.115
F: 4.028 1.425 -5.256
S: 2.121 2.611 -8.244
O: 0.786 2.963 -7.793
O: 2.161 1.692 -9.364
F: 2.515 4.083 -8.867

***

[4]
Computed, not measured: a gas-phase ion, C4H8NO (charge +1) at a distorted geometry, with ωB97M-V with the def2-TZVPD basis set.

Computed properties:
HOMO level	-14.949	eV
E	-286.85142	hartree
energy above the lowest of the compared OMol25 structures with the same formula, charge and spin	57.1	kcal per mole
charge	+1
SMILES	C#[N+][C@H](C)CO
gap between HOMO and LUMO	10.660	eV

Positions of all 14 atoms, in Å:
C: -2.333 0.733 -0.541
N: -1.245 0.715 -0.204
C: 0.307 0.177 0.478
C: 1.199 1.315 0.137
C: 0.463 -1.147 -0.075
O: -0.583 -2.023 0.276
H: -3.424 0.886 -0.877
H: 0.092 0.269 1.504
H: 0.801 2.261 0.471
H: 1.124 1.340 -1.006
H: 2.168 1.078 0.440
H: 0.375 -1.059 -1.210
H: 1.471 -1.575 0.078
H: -0.416 -2.969 0.528

***

[5]
Computed, not measured: 2 unconnected molecules or ions with the total composition C24H20F4O5S at a distorted geometry, with ωB97M-V with the def2-TZVPD basis set.

Computed properties:
HOMO level	-6.412	eV
E	-2100.18847	hartree
gap between HOMO and LUMO	2.836	eV

Positions of all 54 atoms, in Å:
F: 3.054 -0.553 -5.318
C: 3.063 0.112 -4.109
C: 4.293 0.355 -3.502
C: 4.253 1.010 -2.268
F: 5.445 1.208 -1.605
C: 3.080 1.447 -1.684
C: 1.821 1.217 -2.332
C: 0.657 1.726 -1.704
C: -0.649 1.939 -2.213
C: -1.599 2.567 -1.339
C: -2.913 2.724 -1.734
F: -3.805 3.317 -0.868
C: -3.391 2.303 -2.978
C: -2.450 1.738 -3.837
F: -2.883 1.288 -5.068
C: -1.105 1.605 -3.526
C: 1.845 0.477 -3.552
H: 5.224 0.029 -3.956
H: 3.089 1.974 -0.730
H: 0.811 2.089 -0.687
H: -1.261 2.925 -0.366
H: -4.429 2.420 -3.271
H: -0.415 1.249 -4.283
H: 0.923 0.172 -4.034
C: -3.180 -4.177 -0.368
C: -1.884 -3.536 -0.777
O: -1.400 -2.896 0.451
C: -0.083 -2.639 0.640
C: 0.076 -1.430 1.499
O: 1.270 -1.045 1.908
C: 2.223 -2.017 2.489
S: -1.380 -1.046 2.548
C: -0.665 0.315 3.469
C: -0.624 0.275 4.860
C: 0.111 1.254 5.536
C: 0.725 2.289 4.821
C: 0.612 2.344 3.427
C: -0.091 1.354 2.743
O: -2.466 -0.524 1.750
O: -1.570 -2.138 3.482
O: 0.856 -3.310 0.218
H: -3.777 -4.395 -1.251
H: -2.980 -5.120 0.148
H: -3.754 -3.530 0.301
H: -1.150 -4.268 -1.128
H: -2.058 -2.746 -1.519
H: 3.181 -1.503 2.411
H: 1.938 -2.182 3.536
H: 2.208 -2.939 1.899
H: -1.136 -0.528 5.392
H: 0.191 1.193 6.621
H: 1.286 3.064 5.349
H: 1.073 3.148 2.849
H: -0.210 1.393 1.660

***

[6]
Computed, not measured: 2 unconnected molecules or ions with the total composition C11H24F6N3O4P2S at a distorted geometry, with ωB97M-V with the def2-TZVPD basis set.

Computed properties:
HOMO level	-7.032	eV
E	-2579.00086	hartree
charge	-1
gap between HOMO and LUMO	8.923	eV

Positions of all 51 atoms, in Å:
C: 1.252 -2.571 1.341
C: 2.055 -1.188 1.208
O: 2.614 -0.762 2.235
N: 2.080 -0.494 -0.078
C: 3.317 -1.017 -0.765
C: 2.291 0.970 0.074
C: 0.996 1.719 0.682
C: -0.137 1.950 -0.412
C: -1.632 1.797 0.118
N: -1.884 0.582 0.939
C: -3.295 0.144 0.616
C: -3.376 -0.885 -0.604
O: -4.298 -1.950 -0.197
C: -1.991 -1.608 -0.943
N: -2.339 -2.749 -1.864
C: -1.877 0.833 2.357
O: -1.830 1.920 2.936
O: -1.872 -0.343 3.192
P: -3.012 -0.043 4.452
S: -2.168 0.427 6.156
H: 0.143 -2.317 1.230
H: 1.368 -3.035 2.367
H: 1.605 -3.256 0.508
H: 3.255 -2.141 -0.878
H: 3.473 -0.486 -1.762
H: 4.258 -0.802 -0.141
H: 2.460 1.438 -0.958
H: 3.197 1.249 0.705
H: 0.685 1.106 1.582
H: 1.376 2.716 1.078
H: 0.103 1.316 -1.322
H: -0.034 3.038 -0.757
H: -1.938 2.779 0.590
H: -2.284 1.689 -0.819
H: -3.930 1.085 0.464
H: -3.767 -0.384 1.516
H: -3.858 -0.379 -1.498
H: -3.885 -2.353 0.596
H: -1.321 -0.921 -1.548
H: -1.478 -2.031 -0.021
H: -1.574 -2.929 -2.520
H: -2.548 -3.591 -1.321
H: -3.710 -1.284 4.618
H: -3.986 0.948 4.058
F: 5.454 1.194 -3.642
P: 3.929 1.689 -3.888
F: 4.280 2.238 -2.401
F: 2.518 1.196 -3.248
F: 3.683 0.231 -4.554
F: 4.432 2.150 -5.358
F: 3.196 3.117 -4.118

***

[7]
Computed, not measured: a single C4H6N2O molecule at a distorted geometry, with ωB97M-V with the def2-TZVPD basis set.

Computed properties:
HOMO level	-9.420	eV
E	-340.68338	hartree
energy above the lowest of the compared OMol25 structures with the same formula, charge and spin	70.0	kcal per mole
SMILES	O=C1NC[C@H]2CN12
gap between HOMO and LUMO	10.255	eV

Positions of all 13 atoms, in Å:
O: -0.259 -1.333 2.388
C: -0.136 -0.839 1.296
N: -0.639 -1.345 0.022
C: -0.678 -0.260 -0.941
C: 0.660 0.308 -0.565
C: 0.796 1.551 0.247
N: 0.919 0.172 0.850
H: -1.390 -2.015 -0.104
H: -1.572 0.371 -0.846
H: -0.604 -0.559 -1.995
H: 1.326 -0.405 -1.083
H: 1.632 2.253 0.068
H: -0.053 2.102 0.661

***

[8]
Computed, not measured: 2 unconnected molecules or ions with the total composition Cl2H3N2P at a distorted geometry, with ωB97M-V with the def2-TZVPD basis set.

Computed properties:
HOMO level (alpha / beta)	-7.370 / -8.194	eV
E	-1372.97959	hartree
energy above the lowest of the compared OMol25 structures with the same formula, charge and spin	82.9	kcal per mole
gap between HOMO and LUMO (alpha / beta)	7.744 / 7.938	eV

Positions of all 8 atoms, in Å:
N: -0.443 -0.002 0.220
N: 0.563 0.535 -0.508
P: 2.385 -0.119 -2.155
Cl: 0.900 -0.124 -3.510
Cl: 2.928 -2.053 -1.950
H: -0.957 -0.684 -0.416
H: -0.356 -0.323 1.238
H: 1.234 1.008 0.198

***

Question: Look up the E of the sixth one.
Answer: -2579.00086 hartree